108
Properties=species:S:1:pos:R:3:forces:R:3:mulliken_charge:R:1 method="wB97M-V/def2-TZVPD" charge=+1 e_homo_ev=-9.98 de_lowest_kj_mol=0.0
Fe 0.6066 0.4610 0.0265 -0.26 -0.11 0.17 -1.393
O 0.0023 2.9713 6.3390 -0.01 0.00 -0.01 -0.500
C -0.2169 1.5965 6.1067 0.00 0.00 0.01 -0.582
C 0.0400 1.2932 4.6579 0.00 -0.04 -0.06 -0.613
C -0.0996 -0.0039 4.1722 0.02 0.08 0.00 -1.371
C 0.1666 -0.2596 2.8416 0.01 -0.03 0.07 -0.702
N 0.5359 0.6923 1.9828 0.06 0.22 0.23 1.726
C 0.6236 1.9555 2.4329 -0.12 -0.13 0.07 -0.156
C 0.4037 2.2874 3.7637 0.03 -0.07 -0.09 -0.351
C 0.8661 2.9520 1.3727 0.02 0.01 -0.18 1.061
C 1.0774 4.3029 1.6083 -0.01 -0.10 -0.07 -0.693
C 1.2243 5.1702 0.5349 -0.02 -0.04 -0.06 0.126
C 1.5344 6.6292 0.7582 0.03 0.00 -0.01 -1.102
O 2.9319 6.8621 0.7615 -0.01 0.00 -0.03 -0.507
C 1.1317 4.6396 -0.7469 0.07 0.06 0.08 -1.310
C 0.9341 3.2819 -0.9036 -0.01 0.01 0.03 -0.516
N 0.8168 2.4462 0.1269 0.04 0.11 0.00 1.421
H -0.1046 3.1541 7.2765 0.00 0.01 0.01 0.336
H -1.2482 1.3124 6.3480 0.02 -0.01 0.00 0.321
H 0.4494 0.9764 6.7171 0.00 0.01 -0.01 0.329
H -0.3964 -0.8139 4.8260 0.00 -0.02 -0.01 0.504
H 0.0846 -1.2560 2.4316 0.00 -0.02 0.01 0.312
H 0.4922 3.3053 4.1095 -0.01 0.01 0.01 0.705
H 1.1225 4.6778 2.6221 0.01 0.02 0.01 0.534
H 1.0654 6.9747 1.6853 0.02 0.00 0.00 0.372
H 1.1405 7.2246 -0.0644 -0.03 0.00 0.03 0.389
H 3.3338 6.3909 1.4990 0.00 0.00 0.00 0.348
H 1.2375 5.2763 -1.6151 -0.01 -0.01 -0.01 0.493
H 0.8769 2.8273 -1.8840 0.00 0.04 -0.01 0.151
C 3.0983 -1.2332 2.8766 -0.05 0.03 0.03 -1.131
Si 3.7743 -0.0233 1.5858 0.00 -0.04 -0.01 0.622
C 5.5573 -0.6107 1.3739 -0.01 0.04 -0.02 -1.524
C 4.0167 1.6176 2.4836 -0.07 0.01 0.01 -1.208
C 2.7355 -0.0317 -0.0144 0.02 0.16 -0.11 4.737
C 2.2638 -1.4290 -0.1390 0.03 -0.20 -0.13 -2.646
C 2.9934 -2.6062 -0.3356 -0.05 -0.08 -0.07 -0.712
C 2.3389 -3.8256 -0.3322 0.04 0.03 -0.02 -0.967
C 0.9617 -3.8742 -0.1473 0.01 -0.01 -0.02 -1.358
C 0.2856 -2.6809 0.0199 -0.15 -0.04 -0.05 -0.487
N 0.9211 -1.5118 0.0224 0.24 0.15 0.28 1.450
Si 3.7538 0.7854 -1.3759 0.04 -0.12 0.09 0.263
C 5.3857 -0.0741 -1.8052 -0.04 -0.03 -0.03 -1.324
C 3.0255 0.9944 -3.1073 -0.05 0.06 -0.05 -1.257
C 4.1353 2.5677 -0.8673 0.05 -0.03 -0.01 -0.867
H 3.9448 -1.7265 3.3587 0.01 0.00 -0.01 0.676
H 2.4575 -2.0188 2.4745 -0.04 -0.01 0.00 0.140
H 2.5524 -0.7080 3.6604 -0.02 -0.02 0.02 0.216
H 5.9602 -0.8085 2.3708 -0.02 0.00 0.02 0.387
H 6.1932 0.1485 0.9220 0.03 0.02 -0.03 0.344
H 5.6618 -1.5285 0.7947 0.01 -0.01 -0.02 0.321
H 4.4762 1.3714 3.4458 -0.01 0.01 0.01 0.463
H 3.1065 2.1782 2.6937 0.02 -0.01 -0.01 0.251
H 4.7089 2.2757 1.9602 0.04 0.01 -0.03 0.422
H 4.0632 -2.5541 -0.4742 0.03 0.01 0.00 0.323
H 2.8997 -4.7410 -0.4731 0.01 0.00 0.00 0.461
H 0.4283 -4.8137 -0.1425 -0.02 0.01 0.01 0.507
H -0.7926 -2.6326 0.1388 0.04 -0.02 0.01 0.264
H 5.3002 -1.1632 -1.8134 -0.01 0.00 -0.01 0.259
H 6.1967 0.1848 -1.1297 0.03 -0.02 0.03 0.407
H 5.6950 0.2280 -2.8087 -0.02 0.02 -0.01 0.469
H 2.8546 0.0630 -3.6448 0.07 0.03 -0.02 0.386
H 3.8003 1.5309 -3.6632 0.00 0.06 0.03 0.624
H 2.1182 1.5996 -3.1548 -0.03 -0.07 -0.03 0.149
H 3.7857 2.8198 0.1312 -0.05 0.02 0.05 -0.100
H 3.6633 3.2637 -1.5632 0.02 0.01 -0.03 0.365
H 5.2094 2.7630 -0.9072 0.01 -0.01 0.04 0.539
O -2.5854 0.4773 -6.1249 -0.01 0.00 0.00 -0.502
C -1.3364 -0.1715 -5.9988 0.01 -0.01 -0.02 -0.617
C -0.8816 -0.0977 -4.5697 0.01 0.02 0.01 -0.046
C 0.2099 -0.8329 -4.1329 -0.02 -0.01 -0.04 -1.717
C 0.6459 -0.6837 -2.8317 0.00 -0.05 0.08 -1.079
N 0.0536 0.1161 -1.9457 0.06 0.36 -0.24 1.578
C -1.0826 0.7275 -2.3307 0.11 -0.24 -0.11 0.206
C -1.5495 0.6802 -3.6369 0.04 -0.07 0.07 -0.714
C -1.8941 1.2593 -1.2217 0.04 -0.02 0.03 0.653
C -3.0961 1.9184 -1.4262 0.01 0.04 0.06 -1.121
C -3.9064 2.2306 -0.3459 0.05 0.00 -0.02 0.435
C -5.2478 2.8885 -0.5516 -0.02 0.00 0.01 -1.211
O -6.2184 1.9658 -1.0169 0.00 -0.01 0.02 -0.508
C -3.4516 1.8604 0.9092 -0.05 -0.04 0.00 -1.425
C -2.2278 1.2296 1.0327 0.05 -0.02 0.00 -0.582
N -1.4387 0.9322 -0.0021 -0.26 0.11 0.12 1.139
H -2.8407 0.4886 -7.0517 0.00 0.00 0.00 0.328
H -0.5763 0.3073 -6.6275 -0.01 -0.01 0.01 0.331
H -1.4000 -1.2234 -6.2985 0.00 0.01 0.01 0.349
H 0.7375 -1.5021 -4.8003 0.01 -0.01 0.01 0.494
H 1.5077 -1.2291 -2.4743 0.01 0.03 -0.03 0.944
H -2.4519 1.1915 -3.9308 0.00 0.00 -0.01 0.670
H -3.4002 2.1835 -2.4299 -0.02 0.02 0.00 0.680
H -5.1443 3.7389 -1.2342 -0.01 -0.02 0.00 0.354
H -5.6279 3.2624 0.3979 0.02 0.03 -0.01 0.388
H -5.9918 1.6833 -1.9087 0.00 0.00 0.00 0.364
H -4.0472 2.0514 1.7922 0.01 0.00 0.01 0.462
H -1.8845 0.9410 2.0152 0.08 -0.03 0.01 0.365
C -6.5831 -4.1463 -0.7092 0.01 0.01 0.00 -1.472
C -5.3540 -3.3210 -0.4686 0.03 0.02 0.00 1.019
C -4.9519 -2.9694 0.8149 -0.03 -0.01 -0.03 -0.989
C -3.8255 -2.1820 0.9825 -0.01 0.05 0.01 -0.344
N -3.0814 -1.7282 -0.0235 0.01 -0.05 0.00 0.040
C -3.4652 -2.0714 -1.2527 0.04 0.04 -0.04 0.036
C -4.5752 -2.8523 -1.5229 -0.04 0.00 0.03 -0.957
H -6.8325 -4.7462 0.1642 -0.01 -0.01 -0.01 0.372
H -6.4505 -4.8084 -1.5638 -0.01 -0.01 0.00 0.381
H -7.4337 -3.4960 -0.9225 -0.01 -0.01 0.00 0.293
H -5.5102 -3.3079 1.6783 0.00 0.00 0.01 0.386
H -3.5029 -1.8978 1.9795 -0.01 -0.02 0.02 0.443
H -2.8440 -1.7021 -2.0653 -0.02 -0.02 -0.01 0.330
H -4.8289 -3.0975 -2.5465 0.00 0.00 -0.01 0.452


118
Properties=species:S:1:pos:R:3:forces:R:3:mulliken_charge:R:1 method="wB97M-V/def2-TZVPD" charge=0 e_homo_ev=-8.90 de_lowest_kj_mol=2291.0 smiles="O=[N+]([O-])c1ccccc1.O=[N+]([O-])c1ccccc1.O=[N+]([O-])c1ccccc1.O=[N+]([O-])c1ccccc1.O=[N+]([O-])c1ccccc1.CN(C)C=O.CN(C)C=O.CN(C)C=O.CN(C)C=O"
O 7.8235 -29.5141 37.9696 -2.90 -0.91 -2.64 -0.606
N 6.8425 -29.7903 37.1561 2.38 1.51 2.83 1.016
O 6.7804 -29.5117 35.9971 1.09 0.29 -1.21 -0.575
C 5.6516 -30.3296 37.6828 -3.94 -2.51 5.36 0.432
C 4.7490 -31.1243 36.8609 0.01 1.68 -1.24 -0.700
C 3.4647 -31.4908 37.3916 0.48 -1.14 3.19 -0.193
C 3.1209 -31.4899 38.8896 10.11 4.66 -3.99 -0.765
C 4.0734 -30.8816 39.7779 2.06 1.75 -4.13 -0.831
C 5.3389 -30.1907 39.1943 -1.59 -2.66 -3.27 -0.268
H 5.1186 -31.1766 35.6945 -1.47 -0.19 3.14 0.219
H 2.6052 -32.0651 36.9586 1.48 0.74 -0.86 0.407
H 2.2355 -31.8169 38.9705 -6.42 -2.44 1.98 0.798
H 3.9372 -30.6208 40.7903 -0.46 -0.33 1.12 0.509
H 6.1265 -29.6871 39.7868 -0.94 -0.41 -0.18 0.586
O -1.5588 -32.8232 40.7624 0.38 3.43 -0.46 -0.526
N -1.5742 -31.5455 40.7068 -1.97 -2.61 0.13 0.850
O -2.3834 -30.9195 39.9822 2.48 -0.77 1.77 -0.541
C -0.7199 -30.8892 41.7100 3.60 1.99 4.41 0.044
C -0.9407 -29.4870 42.2240 2.36 -1.57 -0.62 -0.393
C -0.0493 -28.8505 43.1906 -0.09 -2.22 -1.31 -0.366
C 1.1057 -29.6035 43.8102 -2.67 4.17 0.15 -0.378
C 1.3435 -30.8597 43.3644 0.29 -3.12 -0.63 -0.109
C 0.4582 -31.5793 42.4437 -1.70 2.11 -1.64 -0.410
H -1.6499 -28.8506 41.6924 -0.07 -0.31 0.34 0.391
H -0.2701 -27.7554 43.2733 0.61 -1.21 0.70 0.421
H 1.6547 -29.0405 44.6716 -0.70 -1.26 -1.97 0.307
H 2.2811 -31.4325 43.7724 -2.09 0.97 -0.82 0.282
H 0.7148 -32.6220 42.2147 -0.31 0.57 -0.04 0.425
O -2.3270 -30.8420 31.8185 2.63 0.13 -1.49 -0.518
N -1.3358 -30.1931 31.3781 -3.12 2.71 3.40 0.789
O -1.4044 -29.4690 30.4093 1.00 -1.03 -0.58 -0.491
C -0.3574 -29.7429 32.5028 2.32 -0.66 3.68 -0.022
C 0.9012 -28.8668 32.3104 -0.31 -5.79 8.05 -0.786
C 2.0110 -28.9310 33.3933 -0.89 0.64 -1.07 -0.111
C 1.7393 -29.5667 34.7365 0.11 0.76 -1.73 0.340
C 0.5018 -30.1198 34.9471 -4.23 -0.95 -3.28 -0.517
C -0.6452 -30.3053 33.8817 2.93 0.73 -2.02 -0.368
H 1.1025 -28.3217 31.5272 0.79 2.45 -4.40 0.649
H 3.1633 -28.3959 33.1132 -3.97 -1.63 1.03 0.167
H 2.3983 -29.6655 35.6589 -0.25 0.60 -1.86 0.091
H 0.1545 -30.6148 35.8381 0.61 0.15 0.59 0.454
H -1.5782 -31.0298 34.0383 2.37 1.98 -0.24 0.311
O 3.4224 -27.1690 36.2899 1.28 1.10 1.77 -0.470
N 4.1744 -26.6987 37.1565 2.99 0.62 -1.18 0.986
O 5.2783 -26.0271 36.8802 -4.19 -2.41 1.11 -0.510
C 3.8982 -26.9398 38.5881 -1.64 -1.58 4.42 0.604
C 2.4471 -27.1629 39.0367 6.38 0.51 7.40 -1.560
C 2.0927 -27.2863 40.5759 10.13 1.48 -4.22 -1.305
C 3.3020 -27.1180 41.5545 -4.56 -1.36 -2.25 0.028
C 4.5996 -27.0122 41.0734 1.02 0.44 -0.82 -0.448
C 4.9780 -27.0830 39.6698 -0.74 0.39 -2.27 0.336
H 1.7042 -27.1460 38.4090 -3.90 0.13 -3.66 1.120
H 1.1629 -27.3361 40.9070 -4.05 -0.41 1.25 1.015
H 3.0011 -27.2656 42.6446 0.83 0.84 -1.44 -0.037
H 5.3694 -26.7211 41.8457 -0.43 -0.95 -1.10 0.333
H 6.1196 -27.3321 39.3081 -3.05 1.31 1.07 -0.189
O -0.7871 -21.8463 37.9824 1.45 -1.04 -0.58 -0.571
N 0.1001 -22.7206 38.0154 -2.44 0.74 1.80 0.936
O 1.0165 -22.6959 38.8260 0.12 -0.25 -1.18 -0.580
C -0.1948 -23.9411 37.2774 -0.65 -4.31 -4.58 0.086
C -1.6839 -24.3260 36.8232 1.44 -3.14 1.60 -0.487
C -1.9849 -25.6904 36.2148 9.63 4.54 1.33 -0.831
C -0.7602 -26.4654 35.6998 -0.85 4.97 2.04 -0.321
C 0.5547 -25.9959 35.7916 -2.70 3.94 4.15 -0.689
C 0.8902 -24.7681 36.6929 -0.55 0.39 -0.28 0.101
H -2.5206 -23.8074 37.3778 1.12 -0.31 -1.11 0.314
H -2.8733 -26.0634 36.0191 -4.35 -1.29 -0.65 0.590
H -0.8586 -27.2465 35.0521 -0.79 -2.39 -1.34 0.460
H 1.2958 -26.5419 35.3370 1.85 -0.89 -0.86 0.759
H 2.0604 -24.4241 36.8514 -3.33 -1.00 -0.40 0.179
C 8.1492 -24.7574 38.1751 -5.86 -1.45 2.09 -0.675
N 8.2060 -25.2265 39.6458 0.74 -1.45 -4.53 0.109
C 8.9992 -26.4963 39.7504 1.11 4.84 -1.55 -1.225
C 7.4508 -24.7128 40.5849 3.89 -2.12 5.03 0.301
O 7.7249 -24.9875 41.8082 -1.95 0.48 -2.62 -0.726
H 7.7212 -25.5535 37.4899 1.11 0.44 0.90 0.108
H 8.9062 -24.2255 37.7387 2.50 0.96 -0.43 0.545
H 7.2466 -24.0806 38.1740 0.99 -0.20 -0.12 0.075
H 9.2558 -26.6537 40.7217 0.25 -0.92 2.79 0.361
H 9.9133 -26.0803 39.2793 0.00 -1.30 -0.05 0.421
H 8.5752 -27.2679 39.1998 -0.79 -1.46 -0.85 0.409
H 6.8309 -23.9582 40.2876 -2.12 2.11 -0.69 0.267
C 4.9091 -24.0501 45.9005 -0.77 0.17 -4.50 -1.165
N 4.1338 -25.2983 45.5890 0.44 0.23 -0.65 0.155
C 4.8612 -26.5252 45.3169 4.13 7.18 -1.55 -1.189
C 2.8660 -25.0932 45.2694 -3.25 -2.83 -0.09 0.086
O 2.0296 -25.9518 44.7349 3.39 3.44 1.93 -0.581
H 4.7130 -23.6664 46.8016 -1.00 1.01 3.78 0.483
H 4.7230 -23.1507 45.1682 0.05 -2.11 0.86 0.287
H 5.9376 -24.2303 45.8450 1.51 -0.60 -0.14 0.447
H 5.7955 -26.1552 44.7344 -1.48 -1.08 0.25 0.194
H 4.4859 -27.3282 44.9393 -3.45 -4.15 -3.03 0.493
H 5.2919 -26.8514 46.1466 1.77 -1.19 4.23 0.549
H 2.6664 -24.1481 45.8438 -1.37 -0.23 -1.43 0.293
C 4.1935 -23.4407 39.1097 -2.90 4.23 -0.41 0.164
N 4.0919 -22.7349 40.4131 -1.18 -3.32 3.26 0.425
C 4.7466 -21.4885 40.4520 1.82 0.47 -2.52 -0.951
C 3.5358 -23.3950 41.5386 5.25 7.33 2.84 -0.610
O 3.6514 -23.0760 42.7618 0.52 0.08 -3.12 -0.681
H 4.6239 -24.3521 39.0937 2.23 -2.77 0.42 -0.372
H 4.6756 -22.7012 38.3583 -1.00 -1.49 1.15 0.309
H 3.1244 -23.6559 38.8899 0.64 0.31 -0.73 -0.055
H 5.0352 -20.8912 41.2795 -1.61 0.15 1.76 0.334
H 4.1573 -20.9413 39.6447 1.67 0.28 0.96 0.342
H 5.8290 -21.7338 40.2538 -0.67 0.58 -1.26 0.229
H 2.8969 -24.0836 41.4302 -4.63 -5.92 -2.22 0.960
C 7.2998 -24.9509 32.2032 0.08 4.41 -2.73 -0.951
N 7.9214 -24.0622 33.2340 -0.52 -1.83 -2.91 0.055
C 8.6591 -22.9042 32.7316 -4.79 -0.11 -3.45 -1.006
C 7.5817 -24.1436 34.4915 -3.46 -0.40 3.23 0.663
O 7.7955 -23.3228 35.3635 1.61 1.18 0.26 -0.662
H 8.0037 -25.5644 31.7281 1.46 -0.61 -0.66 0.384
H 6.7945 -24.2670 31.2842 1.57 -1.39 2.43 0.280
H 6.5057 -25.5821 32.3663 -1.86 -1.14 1.95 0.349
H 9.2407 -22.5749 33.4702 3.34 1.00 2.33 0.370
H 7.8903 -22.0419 32.6653 0.94 -1.10 -0.24 0.312
H 8.9736 -23.1182 31.6645 0.39 0.34 1.71 0.329
H 6.7815 -24.8596 34.9139 1.22 -0.39 -1.83 -0.095